C7H16BrO12PS | ωB97M-V/def2-TZVPD

Structure (XYZ):
```
38
Properties=species:S:1:pos:R:3:forces:R:3:nbo_charge:R:1
O -4.3260 -0.2950 2.8071 4.85 -2.82 -1.39 -0.852
S -3.0857 -1.2182 2.5654 -3.69 3.02 2.01 1.676
O -1.8957 -0.5693 3.6548 -0.26 -2.31 -1.88 -0.684
C -0.9527 -1.6657 4.0256 1.12 0.93 1.01 0.167
O -1.4367 -2.9814 3.5217 0.18 4.51 -1.32 -0.292
O -1.0971 -3.8107 4.5004 -0.56 -4.30 3.42 -0.434
O -2.4075 -0.9886 1.0177 -1.00 0.31 -0.71 -0.992
P -3.6142 -0.6617 -0.1947 0.80 1.75 -1.32 1.314
O -2.6759 -0.2710 -1.6518 -2.04 -1.80 1.11 -0.994
Br -4.7541 -2.5596 -0.8023 0.80 0.07 0.15 -0.294
H -0.9104 -1.6628 5.2153 -0.32 -0.29 -2.70 0.204
H 0.1451 -1.4083 3.6373 -2.55 -0.62 0.43 0.205
H -1.9548 -4.2808 4.7895 1.64 1.16 -0.70 0.465
H -3.2022 -0.5834 -2.4685 1.14 0.46 1.84 0.512
C -1.1425 1.5190 -4.0732 -0.06 0.53 0.25 -0.256
O -1.0835 0.2403 -4.7023 0.76 -0.37 -0.63 -0.502
C 0.0309 0.0365 -5.4493 0.41 0.32 -0.07 0.981
O 0.9414 0.8338 -5.6113 -1.36 -1.18 0.24 -0.635
O -0.0434 -1.2081 -5.9847 -0.14 0.93 0.51 -0.497
C 1.0706 -1.5630 -6.8017 0.41 -0.16 -0.31 -0.257
H -2.0740 1.5725 -3.5031 0.18 -0.28 -0.18 0.198
H -0.3059 1.6463 -3.3784 -0.09 0.03 -0.25 0.196
H -1.1505 2.3177 -4.8219 0.18 -0.16 0.13 0.192
H 1.9956 -1.5588 -6.2160 -0.15 0.17 -0.15 0.193
H 1.1510 -0.8875 -7.6595 0.08 -0.02 0.26 0.193
H 0.9055 -2.5767 -7.1766 -0.23 0.21 0.23 0.197
C 4.6418 2.0967 4.1123 0.36 -0.19 0.34 -0.257
O 3.7128 2.6709 3.1948 -0.92 -0.52 -0.35 -0.495
C 2.6546 1.8743 2.8997 -0.11 -0.26 0.07 0.984
O 2.4537 0.7550 3.3443 0.26 1.50 -0.58 -0.648
O 1.8589 2.5390 2.0244 0.83 -0.39 0.75 -0.495
C 0.6971 1.8161 1.6220 -0.48 -0.27 -0.16 -0.260
H 5.4458 2.8194 4.2759 -0.32 0.04 -0.23 0.198
H 4.1595 1.8948 5.0743 0.05 -0.12 -0.24 0.192
H 5.0792 1.1828 3.6977 -0.21 0.08 0.15 0.193
H 0.0572 1.6029 2.4843 0.17 -0.11 -0.14 0.195
H 0.9769 0.8910 1.1078 -0.05 0.09 0.23 0.192
H 0.1351 2.4415 0.9231 0.33 0.08 0.18 0.199
```
Forces are in eV/Å.

Results
Kohn-Sham gap ... 0.3534 Ha
Molecular weight ... 435.1 g/mol
E_tot ... -4492.605474 Ha



CH4N2OS | ωB97M-V/def2-TZVPD

Structure (XYZ):
```
9
Properties=species:S:1:pos:R:3:forces:R:3:nbo_charge:R:1
C -1.1756 -0.7139 1.3072 0.02 0.72 0.69 -0.102
N -2.0342 -1.0002 2.2000 0.52 0.01 0.87 -0.634
N 0.9356 1.0191 -1.6201 0.56 -0.20 -1.86 -0.376
O 0.6098 -0.1192 -1.1247 -0.85 -0.22 0.60 -0.343
S -1.4656 0.0262 -0.2359 -0.07 -0.45 -0.31 0.230
H -0.1377 -0.6987 1.5722 0.95 -0.14 -0.23 0.164
H -1.4896 -1.1440 3.0997 -0.99 -0.20 -1.30 0.337
H 0.9267 1.0129 -2.6968 0.28 0.47 2.31 0.362
H 1.6464 1.5131 -1.0631 -0.43 0.00 -0.75 0.362
```
Forces are in eV/Å.

Results
Kohn-Sham gap (spin up / spin down) ... 0.3081 / 0.2831 Ha
Molecular weight ... 92.1 g/mol
Energy above the lowest of the compared OMol25 structures with the same formula, charge and spin ... 4.915 eV
E_tot ... -623.278560 Ha



C17H53N3O8 | ωB97M-V/def2-TZVPD

Structure (XYZ):
```
81
Properties=species:S:1:pos:R:3:forces:R:3:lowdin_charge:R:1
C -2.7990 11.8997 29.6206 -0.12 0.85 0.42 -0.128
O -2.1861 12.0990 30.8945 0.51 -0.62 0.27 -0.138
H -3.0721 12.9154 29.3346 -0.37 -0.29 -0.87 0.049
H -2.1029 11.4797 28.8945 0.13 0.13 0.27 0.074
H -3.6749 11.2558 29.6999 -0.10 0.01 -0.06 0.079
H -2.7094 12.7463 31.3727 -0.03 -0.11 0.00 0.071
C -3.5283 14.9623 27.7135 1.39 -1.34 0.22 -0.194
O -3.7059 16.0304 26.8200 -0.51 0.39 0.33 -0.093
H -3.5751 15.1375 28.7884 -0.56 0.75 -0.01 0.069
H -4.1323 14.0786 27.5078 -0.48 0.30 -0.30 0.083
H -2.5034 14.6076 27.6054 0.17 -0.15 -0.14 0.042
H -3.9083 16.8115 27.3401 -0.07 0.09 -0.16 0.077
C 2.8805 12.3155 28.6231 -0.69 0.14 -0.89 -0.122
O 2.0444 11.3702 27.9424 -0.43 0.23 1.25 -0.169
H 3.1503 13.0633 27.8774 0.27 0.40 0.24 0.065
H 2.2733 12.7900 29.3941 0.13 -0.06 0.01 0.076
H 3.7929 11.9101 29.0603 -0.07 -0.34 0.03 0.077
H 2.4600 11.1173 27.1148 0.58 -0.13 -0.78 -0.008
C -0.4382 14.8363 29.8239 -0.10 -0.34 -0.06 -0.166
O 0.2786 15.7153 30.6657 -0.10 -0.16 0.48 -0.107
H -0.3523 13.7981 30.1447 0.57 -0.21 -0.30 0.070
H -1.5176 14.9716 29.8925 -0.18 0.60 -0.33 0.058
H -0.0482 15.0110 28.8211 -0.36 -0.29 -0.06 0.076
H 0.1917 15.3163 31.5345 0.24 0.36 0.28 0.072
C -0.5837 13.6459 25.9469 0.62 0.28 0.01 -0.175
O -0.7440 12.4965 26.7181 -0.98 -0.85 0.56 -0.125
H -0.4327 14.4985 26.6090 0.34 0.38 -0.18 0.054
H 0.2945 13.4289 25.3388 0.01 0.86 -0.57 0.070
H -1.4555 13.8924 25.3409 -0.03 -0.47 -0.05 0.090
H 0.1274 12.2692 27.0509 0.21 -0.29 0.32 0.043
C 2.9326 10.9220 23.3451 -0.58 1.50 -0.19 -0.044
C 3.8108 11.4860 24.4862 0.42 -1.53 -0.84 -0.408
C 3.6697 12.9567 24.7672 -0.62 0.55 -1.17 -0.176
O 3.9711 13.5967 23.5017 -0.09 -0.39 1.20 -0.179
C 3.6834 14.9714 23.4518 0.55 0.42 -0.41 -0.108
N 3.5964 10.6690 25.6650 -0.37 -0.35 1.02 0.039
H 2.8915 9.8374 23.2448 0.41 0.06 0.23 0.076
H 3.2283 11.3889 22.4055 0.38 -0.30 -0.04 0.076
H 1.9031 11.2707 23.4270 -0.20 -0.12 0.40 0.067
H 4.8270 11.3150 24.1311 0.38 0.35 -0.06 0.136
H 4.2680 13.2740 25.6213 0.89 0.14 -0.24 0.120
H 2.6778 13.2532 25.1083 -0.61 -0.28 -0.31 0.109
H 4.1534 15.3676 22.5517 0.12 -0.14 -0.08 0.089
H 4.1436 15.5041 24.2839 -0.18 0.09 0.28 0.091
H 2.6292 15.2277 23.3468 -0.22 -0.33 0.39 0.065
H 4.3302 10.7204 26.3570 0.43 0.59 0.03 0.092
H 3.6334 9.6877 25.4289 -0.49 -0.19 -0.26 0.087
C 0.5721 16.8180 24.4281 -0.15 0.66 -0.98 -0.063
C 0.9232 18.3273 24.3235 -0.52 -1.40 0.21 -0.428
C 0.0142 19.1643 23.4687 -1.06 0.00 -2.18 -0.220
O -0.0231 18.7087 22.1041 0.31 -0.27 -0.59 -0.200
C -0.6810 19.6087 21.2067 0.69 0.02 0.53 -0.104
N 0.8224 18.8545 25.6923 0.91 -0.31 -0.88 0.043
H 0.6290 16.3568 23.4421 0.11 -0.04 -0.04 0.068
H -0.4653 16.6812 24.7334 -0.07 0.06 0.31 0.076
H 1.2425 16.2948 25.1101 -0.05 0.19 0.04 0.070
H 1.8952 18.4059 23.8364 0.42 0.15 0.59 0.140
H 0.3518 20.2007 23.4769 0.28 0.28 0.11 0.119
H -1.0405 19.1941 23.7422 -0.15 -0.19 0.88 0.126
H -1.6783 19.8400 21.5807 -0.06 0.30 -0.02 0.084
H -0.7659 19.2521 20.1802 0.02 -0.88 0.32 0.083
H -0.0486 20.4863 21.0724 -0.23 0.54 0.40 0.081
H -0.1478 18.6527 25.8877 -0.21 0.52 0.71 0.067
H 0.9783 19.8474 25.5919 -0.32 0.36 0.63 0.064
C 0.0973 9.3970 24.8028 -0.53 -0.30 1.62 -0.035
C -0.1705 8.5991 26.1259 0.70 0.93 0.30 -0.415
C -0.7777 7.2324 25.8861 -1.00 1.34 -0.58 -0.177
O -2.0176 7.4918 25.1740 1.11 -0.58 1.01 -0.198
C -2.6456 6.2981 24.8006 -0.24 0.39 -1.37 -0.138
N 1.1113 8.5532 26.8506 0.65 -0.14 -0.04 0.033
H 0.6246 10.3274 25.0133 -0.04 0.00 0.33 0.042
H -0.8644 9.6837 24.3774 0.26 -0.39 -0.55 0.081
H 0.7904 8.8076 24.2026 -0.46 -0.10 -0.43 0.076
H -0.7840 9.1268 26.8561 -1.04 0.34 -0.80 0.131
H -1.0604 6.7728 26.8331 0.41 -0.41 0.08 0.125
H -0.1028 6.6422 25.2662 0.01 -0.39 0.10 0.125
H -2.0128 5.7283 24.1202 0.25 -0.16 -0.16 0.081
H -3.4813 6.6651 24.2047 -0.37 -0.52 0.15 0.090
H -2.9604 5.5937 25.5706 -0.08 0.38 0.56 0.084
H 1.3032 9.5307 27.0170 0.49 0.26 -0.37 0.015
H 0.9690 8.3091 27.8203 -0.28 -0.82 0.22 0.069
```
Forces are in eV/Å.

Results
Kohn-Sham gap ... 0.3547 Ha
Molecular weight ... 427.6 g/mol
SMILES string ... COC[C@H](C)N.COC[C@H](C)N.COC[C@H](C)N.CO.CO.CO.CO.CO
Energy above the lowest of the compared OMol25 structures with the same formula, charge and spin ... 1.546 eV
E_tot ... -1445.484756 Ha



C7H9BO2 | ωB97M-V/def2-TZVPD

Structure (XYZ):
```
19
Properties=species:S:1:pos:R:3:forces:R:3:nbo_charge:R:1
B 1.7726 -0.7972 0.4265 1.09 1.73 0.62 0.768
C -1.9833 -1.6821 -0.1550 -1.10 -0.72 1.17 -0.230
C -2.6104 -0.4511 -0.0372 1.67 -2.49 -0.81 -0.182
C -0.6228 -1.7558 0.1671 -0.95 3.93 -1.25 -0.169
C -1.8919 0.6941 0.0408 -0.85 4.28 -0.14 -0.289
C 0.2478 -0.6609 0.2730 -2.95 3.57 -0.83 -0.439
C -0.5270 0.8056 0.0177 1.55 -3.63 2.08 0.373
C 1.3168 2.2852 -0.1569 -0.85 -1.87 -3.70 -0.243
O 2.4412 -1.7243 -0.2545 1.11 -1.23 -1.82 -0.875
O -0.0564 2.0969 0.0844 0.01 -1.86 0.26 -0.496
H 2.5831 -0.0671 1.0025 -1.00 0.12 0.03 -0.122
H -2.6377 -2.6274 -0.2357 1.34 1.57 0.12 0.213
H -3.6332 -0.4934 -0.0659 -2.45 0.54 -0.08 0.210
H -0.2926 -2.6797 0.3184 1.95 -3.73 0.53 0.203
H -2.4700 1.7173 0.0781 1.17 -2.05 -0.09 0.221
H 1.6303 1.6146 -1.0398 -0.64 1.14 0.42 0.158
H 2.0042 1.8969 0.4975 1.12 -0.11 2.73 0.191
H 1.3775 3.2926 -0.4416 0.72 1.33 -0.08 0.200
H 3.3521 -1.4643 -0.5194 -0.92 -0.52 0.87 0.506
```
Forces are in eV/Å.

Results
Kohn-Sham gap ... 0.3208 Ha
Molecular weight ... 136.0 g/mol
SMILES string ... COc1ccccc1BO
Energy above the lowest of the compared OMol25 structures with the same formula, charge and spin ... 4.078 eV
E_tot ... -447.404835 Ha



C29H24N6NiO2S | ωB97M-V/def2-TZVPD

Structure (XYZ):
```
63
Properties=species:S:1:pos:R:3:forces:R:3:nbo_charge:R:1
Ni -0.1411 -0.3442 1.0702 -0.28 -0.03 -0.04 1.077
C 1.8950 -4.5252 -1.8629 -0.03 0.00 -0.01 -0.225
C 2.6784 -4.0081 -0.8406 0.00 0.04 0.06 -0.212
C 2.0935 -3.2595 0.1709 0.05 0.01 0.00 -0.255
C 0.7202 -3.0314 0.1701 0.01 0.12 0.10 0.218
C -0.0626 -3.5501 -0.8509 -0.08 0.00 -0.02 -0.254
C 0.5266 -4.2928 -1.8643 0.00 -0.01 -0.02 -0.184
N 0.1380 -2.2124 1.1840 0.28 -0.50 0.04 -0.597
C 0.1109 -2.6389 2.4377 -0.12 0.11 -0.17 0.249
C 0.3987 -3.9655 2.8922 0.01 -0.06 0.06 -0.278
C 0.2604 -4.2628 4.2111 0.01 0.02 -0.01 -0.138
C -0.1500 -3.2999 5.1860 0.01 -0.09 0.04 -0.270
C -0.4164 -2.0267 4.8033 -0.02 0.07 0.01 -0.173
C -0.2782 -1.6831 3.4371 0.03 -0.06 -0.04 0.056
N -0.4533 -0.4594 2.9088 0.08 -0.05 0.08 -0.172
N -0.7710 0.5718 3.5910 -0.04 -0.06 0.06 -0.275
C -0.8425 1.6747 2.7506 -0.03 0.09 -0.14 0.328
C -1.1661 2.9265 3.2552 -0.02 0.04 0.10 -0.246
C -1.1964 4.0045 2.3906 0.00 -0.01 0.04 -0.141
C -0.8936 3.8157 1.0498 0.00 0.06 -0.02 -0.268
C -0.5843 2.5412 0.6181 0.06 -0.05 -0.01 0.093
N -0.5751 1.4919 1.4387 0.00 0.32 0.01 -0.507
H 2.3504 -5.0983 -2.6609 -0.01 0.01 0.02 0.212
H 3.7487 -4.1758 -0.8362 -0.02 0.01 0.01 0.212
H 2.6960 -2.8281 0.9620 0.00 -0.01 -0.01 0.217
H -1.1239 -3.3392 -0.8559 0.01 -0.01 -0.02 0.244
H -0.0876 -4.6799 -2.6678 0.00 0.02 0.02 0.216
H 0.7000 -4.7148 2.1741 0.00 -0.01 0.02 0.234
H 0.4652 -5.2743 4.5412 -0.01 0.01 0.00 0.215
H -0.2436 -3.6010 6.2203 0.00 0.02 -0.01 0.217
H -0.7244 -1.2588 5.5004 0.01 -0.04 0.02 0.232
H -1.3787 3.0213 4.3106 0.00 0.01 -0.02 0.238
H -1.4463 4.9904 2.7606 0.00 -0.01 0.01 0.223
H -0.8953 4.6332 0.3430 0.00 -0.01 0.01 0.230
H -0.3275 2.3380 -0.4107 -0.01 -0.02 -0.05 0.229
C -2.8695 5.2784 -2.9376 0.02 -0.03 0.02 -0.632
C -2.4423 3.8529 -2.7054 0.00 0.03 -0.01 -0.026
C -3.2076 2.9949 -1.9225 0.01 -0.04 0.01 -0.172
C -2.8240 1.6752 -1.7205 0.04 0.05 -0.02 -0.193
C -1.6621 1.2059 -2.3142 -0.04 0.03 0.03 -0.352
C -0.8929 2.0400 -3.1172 0.00 -0.03 0.02 -0.194
C -1.2817 3.3558 -3.2998 -0.01 0.04 -0.01 -0.210
S -1.0967 -0.4357 -1.9522 0.07 0.06 0.03 2.359
O -2.1912 -1.0954 -1.2950 -0.01 -0.03 0.05 -0.959
O -0.5660 -0.9730 -3.1757 0.02 -0.03 -0.07 -0.957
N 0.0562 -0.2299 -0.8523 0.15 0.06 -0.10 -1.006
C 1.4086 -0.0369 -1.0844 -0.08 -0.06 0.01 0.382
C 2.0843 -0.0131 -2.3141 -0.01 -0.01 0.01 -0.305
C 3.4495 0.1871 -2.3004 -0.06 -0.01 -0.05 -0.141
C 4.1262 0.3570 -1.0972 0.03 0.01 0.04 -0.312
C 3.3805 0.3089 0.0641 -0.02 -0.04 -0.03 0.071
N 2.0630 0.1171 0.0792 0.08 0.10 -0.06 -0.536
H -3.5430 5.6213 -2.1523 0.01 0.00 -0.01 0.216
H -3.3953 5.3736 -3.8897 -0.01 -0.01 0.00 0.226
H -2.0101 5.9494 -2.9720 -0.01 -0.02 0.00 0.217
H -4.1145 3.3637 -1.4564 0.01 0.00 -0.01 0.206
H -3.4090 1.0070 -1.1021 0.01 0.01 -0.02 0.247
H 0.0035 1.6589 -3.5905 -0.03 0.01 0.01 0.235
H -0.6792 4.0105 -3.9197 -0.01 -0.01 0.01 0.213
H 1.5466 -0.1888 -3.2328 0.01 0.00 0.01 0.250
H 3.9938 0.2011 -3.2372 -0.01 0.00 0.01 0.215
H 5.1959 0.5126 -1.0635 -0.03 0.00 0.01 0.219
H 3.8532 0.4222 1.0341 -0.01 0.00 0.00 0.192
```
Forces are in eV/Å.

Results
Kohn-Sham gap (spin up / spin down) ... 0.2212 / 0.2190 Ha
Molecular weight ... 579.3 g/mol
Energy above the lowest of the compared OMol25 structures with the same formula, charge and spin ... 0.000 eV
E_tot ... -3505.041764 Ha



C7H10 | ωB97M-V/def2-TZVPD

Structure (XYZ):
```
17
Properties=species:S:1:pos:R:3:forces:R:3:nbo_charge:R:1
C 1.0544 -0.1961 1.4150 -0.26 -0.09 0.43 -0.672
C -0.0418 0.6369 0.7965 -1.22 0.17 2.32 -0.154
C 1.2695 -0.0930 -1.6818 -0.42 0.00 -0.17 -0.428
C 0.0202 0.2996 -1.4122 0.24 -0.51 -1.95 -0.139
C -1.1417 -0.5841 -0.9966 0.06 -0.13 -0.29 -0.497
C -1.3079 0.0082 0.3595 0.42 0.21 -0.22 -0.087
C -1.9423 0.2926 1.4366 1.84 0.71 0.10 -0.198
H 2.0747 0.2038 1.3141 -0.51 0.19 -0.16 0.226
H 0.7981 -0.1844 2.4676 0.45 -0.42 0.44 0.230
H 1.0817 -1.2369 1.0640 -0.21 0.25 0.01 0.206
H 0.1556 1.7025 0.7449 -0.50 -0.09 0.00 0.210
H 2.0107 0.6052 -2.0605 -0.07 -0.06 0.19 0.203
H 1.5908 -1.1181 -1.5112 -0.08 0.10 -0.13 0.192
H -0.2700 1.3346 -1.5819 0.13 -0.10 -0.10 0.204
H -0.8351 -1.6326 -0.9138 -0.03 0.08 -0.09 0.226
H -1.9989 -0.5161 -1.6706 0.04 -0.04 0.06 0.231
H -2.5817 0.4901 2.2824 0.13 -0.25 -0.46 0.249
```
Forces are in eV/Å.

Results
Kohn-Sham gap ... 0.3074 Ha
Molecular weight ... 94.2 g/mol
Energy above the lowest of the compared OMol25 structures with the same formula, charge and spin ... 5.566 eV
E_tot ... -272.513437 Ha